(1)
DFT (ωB97M-V/def2-TZVPD) results for a 2-piece molecular cluster, C28H29N3O5 overall.

Summary:
Charge = 0
HOMO energy = -8.08 eV
Gap between HOMO and LUMO = 0.303 Eh

Last column: Löwdin charge in e.
Positions of all 65 atoms, in Å:
C -5.56049 0.11568 -3.65391  -0.049
N -5.34120 0.59490 -2.29124  0.042
C -4.58071 1.64681 -1.97358  -0.464
O -4.03114 2.32041 -2.84144  0.043
C -4.40071 2.07296 -0.49792  -0.167
C -2.98688 1.75171 0.02913  -0.094
C -2.37691 0.41891 -0.38087  -0.221
C -1.40486 0.36831 -1.40186  -0.020
C -0.80242 -0.85610 -1.75143  -0.005
C -1.18624 -2.04283 -1.09139  -0.312
O -0.61518 -3.22947 -1.42428  0.051
C -2.16190 -1.99517 -0.07664  0.005
C -2.74235 -0.76549 0.28648  -0.026
N -5.44127 1.72875 0.50043  0.116
C -6.01884 0.56180 0.79477  -0.547
C -7.00377 0.58981 1.93968  0.006
O -5.81288 -0.48896 0.20922  0.027
H -4.63103 -0.29987 -4.04779  0.086
H -6.33127 -0.65574 -3.66027  0.084
H -5.87154 0.94515 -4.29160  0.084
H -5.69588 0.03458 -1.52422  0.086
H -4.43625 3.16153 -0.54897  0.146
H -2.97853 1.82419 1.11737  0.120
H -2.32419 2.53879 -0.33345  0.112
H -1.11954 1.27086 -1.92506  0.102
H -0.05577 -0.88424 -2.52879  0.094
H 0.08728 -3.11532 -2.06426  0.099
H -2.44918 -2.90710 0.42369  0.111
H -3.47336 -0.73776 1.08035  0.101
H -5.73926 2.49765 1.07721  0.141
H -7.43238 -0.40481 2.05994  0.088
H -7.79703 1.30169 1.71964  0.085
H -6.48836 0.87450 2.85531  0.085
C 2.70316 0.32321 -3.54794  -0.039
C 2.91924 0.70612 -2.10518  -0.197
C 3.84446 -0.00649 -1.32500  0.025
C 4.08071 0.33456 0.01530  -0.187
C 5.04687 -0.43061 0.82759  -0.122
C 6.34485 -0.61457 0.34837  -0.016
C 7.29100 -1.29131 1.11508  -0.117
N 7.01306 -1.78795 2.32740  0.103
C 5.76906 -1.64191 2.80780  -0.249
C 5.50645 -2.17589 4.06947  0.042
C 4.23383 -2.08892 4.62921  -0.313
O 3.97234 -2.60106 5.86643  0.052
C 3.20911 -1.48136 3.91391  0.000
C 3.45168 -0.93783 2.65160  0.003
C 4.74194 -0.98397 2.08808  -0.114
C 3.39515 1.43204 0.55838  -0.030
C 2.46691 2.14345 -0.20749  -0.006
C 2.22187 1.78267 -1.53423  -0.276
O 1.31102 2.49386 -2.26712  0.046
H 1.63882 0.34554 -3.79877  0.070
H 3.22877 1.02656 -4.20051  0.089
H 3.07969 -0.68476 -3.74541  0.079
H 4.37963 -0.84583 -1.75843  0.123
H 6.63763 -0.21474 -0.61574  0.111
H 8.29447 -1.41180 0.71896  0.104
H 6.31963 -2.65927 4.59475  0.119
H 4.77806 -2.97987 6.25106  0.111
H 2.21364 -1.43960 4.34486  0.119
H 2.61424 -0.49824 2.11949  0.114
H 3.58492 1.73194 1.58542  0.122
H 1.94045 2.98031 0.23791  0.113
H 0.97137 3.23960 -1.74951  0.112

Atomic forces in eV per Å
0.432 0.482 0.221
-0.659 -0.558 0.538
-0.065 0.258 -0.898
0.208 0.095 0.540
-0.070 -0.111 0.377
0.635 -0.400 -0.447
0.139 -0.217 0.004
-0.317 -1.084 0.515
-0.976 0.250 0.880
-0.116 1.314 -0.109
-0.369 -0.548 0.473
0.235 0.677 -0.343
1.001 -0.303 -0.994
0.196 0.742 -0.527
-0.534 -0.828 0.347
0.039 0.019 -0.004
0.210 -0.273 -0.330
-0.070 0.007 -0.129
0.090 0.121 0.178
0.056 -0.087 0.004
0.176 -0.093 -0.030
-0.186 -0.046 -0.100
-0.197 0.072 0.034
-0.012 0.017 -0.054
0.014 0.031 -0.010
0.159 -0.041 -0.145
0.105 0.237 -0.161
0.011 -0.098 0.037
-0.037 -0.040 0.007
0.057 0.080 -0.086
0.095 0.150 -0.050
-0.078 0.090 0.159
-0.110 0.100 0.130
-0.136 0.041 0.135
0.125 -0.221 -0.066
-0.530 0.740 0.397
-0.472 0.311 -0.196
1.319 -0.073 -0.631
-0.871 0.276 -0.082
-0.678 -0.536 1.432
1.453 0.314 -1.494
-0.115 0.193 -0.311
-1.118 -0.132 0.945
1.978 -0.481 -0.055
-0.130 0.030 0.033
-0.650 0.747 -1.244
-0.547 -0.573 1.491
-0.447 0.172 -0.092
-0.247 -0.089 -0.432
0.583 -0.566 0.128
0.277 0.126 0.765
0.076 -0.179 -0.313
0.139 0.088 -0.080
-0.147 -0.085 -0.063
0.008 0.172 0.045
-0.104 0.057 -0.021
-0.090 0.053 0.047
0.022 -0.122 0.251
0.035 -0.030 0.017
-0.262 0.180 -0.275
0.107 -0.026 -0.051
0.218 -0.025 -0.017
-0.029 -0.054 -0.137
-0.019 0.022 -0.051
0.191 -0.346 -0.100

=====

(2)
DFT (ωB97M-V/def2-TZVPD) results for C28H29NO6PV as an isolated structure.

Summary:
Charge = +2
HOMO energy (alpha / beta) = -14.31 / -14.30 eV
Spin multiplicity = 3
Gap between HOMO and LUMO (alpha / beta) = 0.273 / 0.286 Eh

Last column: Löwdin spin population.
Positions of all 66 atoms, in Å:
V 0.86026 0.09136 -0.76068  1.911
O 4.72641 0.09519 0.87896  0.002
C 3.72268 0.35085 0.08981  0.005
O 2.61700 -0.15928 0.24239  0.017
C 4.09819 1.28182 -1.05054  0.001
O 3.00228 1.61494 -1.87097  0.002
C 2.49776 2.92752 -1.73559  0.003
C 1.29978 2.96452 -0.73636  0.007
O 0.79991 3.99289 -0.37477  -0.001
O 0.95381 1.77465 -0.38767  0.030
H 4.53393 -0.52403 1.60707  0.000
H 4.59595 2.16863 -0.64078  0.000
H 4.84404 0.75145 -1.66203  0.000
H 3.26738 3.64484 -1.43218  0.001
H 2.09612 3.22789 -2.71205  0.000
C 2.77081 -1.52389 -2.93793  0.005
C 1.52183 -2.37765 -2.71319  0.002
C 1.49202 -2.99944 -1.31172  0.001
C 0.23971 -1.54408 -2.98826  0.011
C -0.89394 -2.39153 -3.60173  0.003
O -1.84799 -2.48718 -2.55171  -0.002
C -1.50142 -1.68275 -1.57280  0.002
N -0.36759 -1.04784 -1.73578  0.004
C -2.44643 -1.62889 -0.46036  0.000
C -3.64775 -2.34567 -0.58614  0.000
C -4.58428 -2.33845 0.43208  0.000
C -4.33455 -1.63113 1.60059  0.000
C -3.15212 -0.92564 1.74550  -0.001
C -2.20072 -0.92882 0.72940  -0.002
P -0.76166 0.14597 0.93010  -0.004
C -1.56867 1.75232 0.68099  -0.001
C -1.93756 2.59643 1.72019  -0.001
C -2.55239 3.80238 1.42006  0.000
C -2.79301 4.16565 0.10549  -0.001
C -2.44319 3.31092 -0.93074  0.000
C -1.84106 2.10308 -0.64442  0.000
C -0.15430 -0.08089 2.61063  0.004
C -0.38626 -1.26632 3.31337  -0.001
C 0.08592 -1.39136 4.60826  0.000
C 0.80599 -0.35806 5.19059  -0.001
C 1.06566 0.80525 4.47987  0.000
C 0.59980 0.94553 3.18481  -0.001
H 3.63757 -1.98762 -2.47352  0.000
H 2.62362 -0.52067 -2.52592  0.002
H 2.98126 -1.42954 -4.00103  0.000
H 1.54615 -3.20214 -3.43282  0.000
H 1.54366 -2.22743 -0.52214  0.002
H 2.33391 -3.67801 -1.18800  0.000
H 0.58371 -3.58409 -1.15598  0.000
H 0.48247 -0.69434 -3.64245  0.001
H -0.59400 -3.40265 -3.88590  0.000
H -1.37764 -1.90876 -4.45564  0.000
H -3.84174 -2.90365 -1.48996  0.000
H -5.50849 -2.88580 0.31538  0.000
H -5.05971 -1.63457 2.39865  0.000
H -2.95988 -0.37752 2.65728  0.000
H -1.72957 2.32591 2.74691  0.000
H -2.83344 4.46349 2.22419  0.000
H -3.25103 5.11597 -0.11997  0.000
H -2.63379 3.59676 -1.95374  0.000
H -1.54898 1.42791 -1.45094  0.001
H -0.94330 -2.07609 2.85903  0.000
H -0.11501 -2.29073 5.16995  0.000
H 1.16612 -0.45999 6.20131  0.000
H 1.62101 1.60691 4.94145  0.000
H 0.79473 1.84547 2.61207  0.000

Atomic forces in eV per Å
1.471 -1.535 0.171
0.069 0.174 -0.115
0.546 0.083 -0.028
-0.364 -0.528 0.139
0.072 0.046 -0.147
0.288 -0.549 0.095
-0.777 0.581 0.250
1.549 2.704 -1.214
0.094 -0.678 -0.054
-0.917 0.655 1.013
-0.227 0.058 -0.180
-0.057 -0.137 0.022
-0.120 0.053 0.190
-0.145 -0.106 -0.055
0.206 -0.026 0.182
-0.246 -0.343 0.091
0.065 -0.008 0.094
-0.091 0.112 -0.321
0.301 -0.647 -0.905
0.437 0.262 -0.723
-0.249 0.160 0.673
-0.629 -0.173 0.176
-0.643 -0.277 -0.779
-0.224 -0.183 0.341
0.071 0.084 -0.086
0.107 0.012 -0.032
0.000 -0.073 -0.131
0.144 -0.108 -0.188
0.103 -0.115 -0.005
-0.861 0.033 0.633
-0.020 -0.002 0.197
0.145 -0.209 -0.169
-0.044 0.122 0.017
0.010 -0.050 0.098
-0.035 -0.084 -0.036
0.028 -0.155 0.123
0.000 0.063 -0.056
-0.029 0.156 -0.146
0.081 -0.005 0.025
-0.053 -0.001 -0.080
0.079 0.029 0.004
-0.137 -0.083 -0.178
0.132 0.048 0.078
0.223 0.069 -0.090
-0.014 0.235 -0.036
-0.064 0.131 0.038
0.095 -0.366 0.012
0.080 0.115 0.111
-0.032 0.049 0.120
-0.067 -0.214 0.117
-0.002 0.171 0.101
0.051 -0.079 0.134
-0.039 0.011 0.000
-0.004 -0.026 -0.011
-0.093 0.032 0.086
-0.028 0.051 0.025
-0.041 0.031 0.040
-0.037 0.102 0.071
-0.050 0.083 0.017
-0.026 0.002 -0.093
-0.168 0.166 0.017
-0.021 0.016 0.051
0.008 -0.093 0.018
0.028 -0.002 0.139
0.072 0.072 0.034
0.000 0.081 0.116

=====

(3)
DFT (ωB97M-V/def2-TZVPD) results for the molecule C28H30Cl2N2O4S.

Summary:
Charge = 0
HOMO energy = -8.83 eV
Gap between HOMO and LUMO = 0.341 Eh

Last column: Löwdin charge in e.
Positions of all 67 atoms, in Å:
C 1.11522 7.74104 -3.88473  -0.045
C 1.52256 6.51144 -3.13495  -0.266
C 1.65402 5.29796 -3.80841  -0.025
C 2.03422 4.15369 -3.13356  -0.046
C 2.28334 4.22339 -1.77556  -0.293
S 2.76930 2.73220 -0.92635  0.690
O 3.00942 3.03131 0.46155  -0.289
O 3.81696 2.07779 -1.65197  -0.275
N 1.38465 1.78995 -1.13294  -0.238
C 0.22533 2.27829 -0.42422  -0.170
C 0.21403 1.99996 1.08456  -0.060
C -0.19408 0.58048 1.42214  -0.435
O -1.25573 0.34946 1.97704  0.043
N 0.66803 -0.40842 1.08452  -0.009
C 0.28471 -1.77716 1.39523  -0.246
C -0.12600 -2.52951 0.11398  -0.141
O -0.82443 -3.72704 0.34509  -0.124
C -2.13749 -3.58913 0.85880  -0.176
C -3.04121 -2.79884 -0.05514  -0.218
C -3.32048 -1.46123 0.20557  -0.022
C -4.10541 -0.70772 -0.64893  -0.092
C -4.62539 -1.29981 -1.78846  -0.675
Cl -5.60735 -0.37721 -2.86662  0.679
C -4.36422 -2.62821 -2.08068  -0.129
C -3.56930 -3.36360 -1.21510  -0.595
Cl -3.24163 -5.00944 -1.60845  0.738
C 1.35725 -2.52640 2.19982  -0.082
C 0.75451 -3.73753 2.85804  -0.234
C -0.11600 -3.58309 3.93053  -0.050
C -0.70687 -4.68441 4.52258  -0.084
C -0.43357 -5.95638 4.04885  -0.094
C 0.43636 -6.11918 2.98500  -0.079
C 1.02662 -5.01618 2.39411  -0.042
C 1.88282 -0.16749 0.33380  -0.103
C 1.62655 0.36683 -1.08320  -0.161
C 2.16367 5.41346 -1.08644  -0.049
C 1.78253 6.55616 -1.77008  -0.026
H 0.98005 8.58359 -3.21236  0.076
H 0.18458 7.56727 -4.42212  0.085
H 1.87683 8.00135 -4.61854  0.087
H 1.45702 5.25744 -4.86951  0.118
H 2.14821 3.20708 -3.63636  0.119
H 0.20587 3.35875 -0.58842  0.117
H -0.66561 1.84429 -0.89177  0.139
H 1.19647 2.23530 1.49566  0.105
H -0.52597 2.65139 1.55279  0.129
H -0.60140 -1.67346 2.02969  0.125
H -0.72655 -1.84905 -0.50961  0.126
H 0.76004 -2.83243 -0.45146  0.137
H -2.12562 -3.12747 1.85370  0.122
H -2.49289 -4.61748 0.95898  0.116
H -2.90688 -0.99044 1.08590  0.101
H -4.30873 0.32828 -0.43072  0.107
H -4.76827 -3.08636 -2.96892  0.103
H 2.17997 -2.83573 1.55295  0.113
H 1.74851 -1.84780 2.96200  0.134
H -0.32990 -2.59170 4.30589  0.120
H -1.38203 -4.54997 5.35522  0.102
H -0.89627 -6.81699 4.50907  0.099
H 0.65429 -7.10899 2.61162  0.102
H 1.69865 -5.15062 1.55948  0.115
H 2.41945 -1.11198 0.26158  0.124
H 2.52627 0.54786 0.85708  0.126
H 2.51550 0.20139 -1.69388  0.115
H 0.77336 -0.14640 -1.53722  0.131
H 2.37436 5.42657 -0.02854  0.115
H 1.68775 7.49089 -1.23763  0.114

Atomic forces in eV per Å
0.007 0.002 -0.025
0.016 -0.030 0.120
0.053 -0.104 0.124
-0.006 0.007 -0.188
0.119 -0.391 0.395
-0.410 -0.040 -0.296
-0.162 0.299 -0.073
-0.021 -0.070 -0.231
0.834 0.673 -0.189
-0.242 0.309 0.300
-0.154 0.007 -0.001
0.109 0.364 0.055
-0.422 0.096 0.187
0.014 -0.301 0.062
-0.214 -0.332 0.045
-0.054 0.276 -0.007
0.114 -0.124 -0.098
-0.157 -0.043 0.110
0.124 -0.163 0.011
-0.091 -0.140 -0.053
-0.067 0.022 -0.097
0.223 -0.173 0.239
-0.144 0.135 -0.157
0.015 -0.013 0.007
-0.068 0.440 0.115
0.029 -0.289 -0.110
-0.278 0.106 -0.042
0.176 -0.050 0.069
0.064 0.008 -0.046
-0.092 -0.007 0.078
-0.070 -0.081 0.048
0.034 -0.088 -0.043
0.025 0.005 0.120
0.051 0.190 -0.306
0.519 -0.416 0.023
0.071 -0.095 0.180
0.008 -0.053 -0.114
-0.024 0.082 0.001
-0.064 0.051 -0.045
0.019 0.074 -0.058
-0.016 -0.029 -0.115
-0.029 -0.094 -0.167
-0.255 -0.059 0.057
0.065 0.096 -0.029
-0.091 -0.003 0.049
0.058 -0.122 0.008
0.205 -0.046 -0.132
0.128 -0.041 0.035
0.015 0.109 -0.036
-0.016 -0.040 -0.071
-0.015 0.170 0.080
0.069 0.011 0.100
-0.047 0.110 -0.006
-0.041 -0.030 -0.075
0.081 0.029 0.014
0.058 -0.010 -0.032
-0.028 0.127 0.038
-0.046 0.010 0.069
-0.030 -0.069 0.036
0.016 -0.083 -0.033
0.064 0.004 -0.114
0.021 0.044 0.026
0.041 -0.204 0.013
-0.127 -0.234 -0.006
0.052 0.054 0.004
0.000 0.065 0.132
-0.013 0.089 0.047

=====

Which value of charge does entry 1 give? 0

=====

Look up the charge of the second one. +2

=====

Among the records above, which one has the highest charge? C28H29NO6PV